1.
C25H37N2O5P2S2Sn | ωB97M-V/def2-TZVPD

The calculation puts the HOMO energy (spin up / spin down) at -6.7 / -7.5 eV. The calculation puts the LUMO energy (spin up / spin down) at 0.10 / -1.27 eV. The multiplicity is 2. The value obtained for the orbital gap (spin up / spin down) is 0.24870 / 0.23055 hartree. For the energy above the lowest of the compared OMol25 structures with the same formula, charge and spin, the calculation gives 6.8 kcal per mole.

XYZ file:
```
74
Properties=species:S:1:pos:R:3:forces:R:3
Sn -17.689102 -7.845681 4.732490 -0.65 1.07 0.49
C -14.842222 -10.348205 7.787057 -0.76 1.01 0.64
O -15.032594 -8.993241 8.297520 -0.90 -0.30 -0.34
C -16.384521 -8.795451 8.611270 0.46 0.27 -0.04
C -16.729228 -8.564612 9.934427 -1.16 0.32 -0.40
C -18.040367 -8.320633 10.377477 0.52 -0.75 -0.58
C -19.053664 -8.320407 9.420428 0.82 0.38 0.96
C -18.747495 -8.440843 8.073542 1.55 -0.95 -0.96
C -19.865098 -8.316812 7.154110 0.38 -0.44 1.33
N -19.716700 -8.053280 5.922188 0.12 0.13 -1.14
N -20.878996 -7.887160 5.206062 -0.66 1.13 -2.30
C -20.639336 -7.445377 3.951048 2.25 -1.02 2.30
O -19.425876 -7.327921 3.480506 -0.51 0.24 0.17
C -21.686378 -7.134477 3.000893 -0.60 -0.13 -1.98
C -22.955187 -6.884159 3.438358 -1.80 0.30 0.56
C -23.998038 -6.499787 2.548527 1.09 0.01 0.85
C -23.687227 -6.292241 1.230480 0.13 -0.73 -0.52
C -22.441885 -6.687856 0.726520 0.97 0.88 -0.20
C -21.413658 -7.086894 1.588639 -2.04 0.64 1.51
C -17.358003 -8.768871 7.601144 -2.68 1.19 2.56
O -17.094940 -9.000335 6.373362 0.51 -0.54 -1.49
H -15.372795 -10.948291 8.596354 0.94 -0.21 -1.63
H -13.770067 -10.464722 7.701321 0.23 -0.39 0.52
H -15.212547 -10.403132 6.738133 -0.35 -0.34 0.97
H -15.944422 -8.516937 10.628261 1.06 -0.15 0.89
H -18.238181 -8.268199 11.449284 -0.02 0.24 -0.40
H -20.059603 -8.137385 9.777005 -0.19 -0.05 -0.36
H -20.853942 -8.454422 7.628668 0.23 0.34 -0.67
H -23.109911 -6.949873 4.525110 -0.20 0.02 -0.59
H -25.004133 -6.285092 2.868736 -0.01 0.04 0.42
H -24.424358 -5.874041 0.554597 0.00 -0.12 0.00
H -22.251719 -6.457875 -0.339264 0.09 -0.53 0.70
H -20.415664 -7.246797 1.311185 1.07 -0.26 -0.75
C -17.171256 -2.622029 2.025707 -0.42 0.74 -1.41
C -16.093348 -2.510730 3.071788 -0.65 -1.11 0.55
O -16.560641 -3.357949 4.211094 0.90 0.32 -0.32
P -16.040434 -4.805911 4.573991 -0.67 -0.65 0.45
S -17.501436 -5.473519 5.920704 0.54 -0.30 -0.92
S -15.645403 -5.975553 3.026602 -0.18 0.25 0.28
O -14.738742 -4.567061 5.471471 -0.19 0.84 -0.26
C -14.082519 -5.695452 6.046746 -0.05 -0.21 1.12
C -14.016535 -5.643962 7.600018 0.21 -0.65 -0.32
H -17.216757 -1.693439 1.359713 0.03 -1.16 0.97
H -18.136151 -2.787957 2.516241 0.13 0.44 -0.03
H -17.056569 -3.486470 1.363780 0.30 0.10 0.17
H -16.078034 -1.526128 3.502848 0.24 0.37 0.13
H -15.100627 -2.816753 2.720331 -0.25 0.00 0.24
H -13.101487 -5.750422 5.619106 0.66 0.17 -0.20
H -14.575798 -6.592898 5.705833 -0.34 -0.41 0.13
H -13.079074 -5.226875 7.985448 0.07 -0.26 -0.34
H -14.155704 -6.678744 7.992451 0.19 0.77 -0.20
H -14.765972 -5.008358 8.045143 -0.64 0.05 -0.20
C -15.855574 -11.264509 3.155279 -1.69 1.05 -0.12
C -17.313120 -11.478528 3.587896 -0.50 0.47 -0.11
P -18.401572 -9.971519 3.340373 0.67 -0.89 0.23
C -17.995915 -9.299808 1.699785 -0.14 0.49 0.23
C -18.287809 -10.078488 0.426854 -1.04 -0.41 -0.23
C -20.166789 -10.487405 3.444185 1.36 -0.36 0.18
C -20.394853 -11.959913 3.444733 -0.61 -1.30 -0.08
H -15.331963 -12.125072 3.423118 1.22 -1.24 0.63
H -15.385181 -10.349162 3.528280 -0.08 -0.22 -0.04
H -15.924583 -11.274170 2.088896 0.58 0.40 -0.86
H -17.383179 -11.800900 4.621039 -0.11 0.20 0.32
H -17.715966 -12.303018 2.998513 -0.10 -0.02 -0.06
H -16.935815 -9.068496 1.813811 0.18 0.02 -0.19
H -18.497877 -8.309758 1.721545 0.28 -0.56 -0.25
H -17.933345 -11.132130 0.451047 -0.42 0.53 0.19
H -17.742290 -9.627942 -0.406381 -0.29 0.12 0.00
H -19.410430 -10.037800 0.213462 1.54 -0.28 0.11
H -20.689886 -10.041009 2.652633 -0.63 0.78 -1.39
H -20.564538 -10.027292 4.310943 -0.34 0.34 1.04
H -20.084795 -12.446849 2.502065 0.03 0.12 0.54
H -21.456971 -12.173606 3.572410 -0.20 0.17 -0.29
H -19.982072 -12.466356 4.316998 0.54 0.00 -0.18
```
Positions in Å, forces in eV/Å.

2.
C29H43Cl2N4O5PSSi | ωB97M-V/def2-TZVPD

The calculation puts the HOMO energy at -8.4 eV. The calculation puts the LUMO energy at 0.47 eV. The multiplicity is 1. The value obtained for the orbital gap is 0.32518 hartree. As for the structure (SMILES): CCC(=O)OCCc1c(P(N)O)ccc2c1Sc1cc(/C(Cl)=C(/C)Cl)ccc1N2[Si](C)(C)C.CNC(C)=O.CNC(C)=O.

XYZ file:
```
86
Properties=species:S:1:pos:R:3:forces:R:3
C 3.183852 0.305550 2.957669 -0.02 -0.28 0.04
C 3.541149 -0.812151 1.972695 -0.04 1.15 0.30
C 3.201587 -0.487202 0.542782 0.37 0.09 0.40
O 3.825147 -0.950662 -0.369273 -0.16 -0.40 -0.82
O 2.173972 0.364400 0.363569 -0.63 -0.43 0.51
C 1.137094 -0.090892 -0.533920 0.16 0.13 -0.38
C 0.874800 -1.587590 -0.454054 -0.09 0.00 0.20
C -0.403374 -1.928093 -1.166775 -0.43 -0.21 -0.34
C -0.421184 -2.395643 -2.496377 0.31 0.22 0.23
P 1.034000 -2.630863 -3.616749 -0.66 -0.32 -0.74
N 1.753371 -4.097641 -3.043025 -0.13 0.52 0.61
O 2.070963 -1.469661 -3.094095 0.17 -0.42 0.11
C -1.634550 -2.733530 -3.094214 -0.14 0.08 0.22
C -2.843238 -2.588895 -2.425462 0.42 -0.05 0.16
C -2.847481 -2.104712 -1.125400 0.01 -0.02 -0.43
C -1.627466 -1.793610 -0.510850 -0.28 0.23 0.19
S -1.715181 -1.200717 1.168489 0.05 0.04 0.03
C -3.150929 -0.172283 0.994396 0.28 -0.41 -0.20
C -3.216681 1.068039 1.606636 -0.32 0.17 -0.16
C -4.348305 1.860148 1.428323 -0.17 -0.70 0.17
C -4.420197 3.206132 2.027822 0.27 0.12 -0.66
Cl -4.848954 3.342144 3.695361 -0.08 -0.15 0.24
C -4.130428 4.303615 1.336768 -0.15 0.20 0.23
C -4.168737 5.698526 1.844752 -0.01 0.48 -0.02
Cl -3.651711 4.158588 -0.325863 0.07 -0.08 -0.08
C -5.398099 1.369476 0.651951 -0.01 0.05 0.04
C -5.321375 0.129177 0.038577 0.39 -0.11 0.12
C -4.187779 -0.665863 0.203152 -0.33 0.61 0.00
N -4.096474 -1.927721 -0.455202 0.56 -0.02 0.86
Si -4.603280 -3.332413 0.527323 -0.78 -0.65 -0.18
C -3.207140 -4.471009 1.043199 -0.26 0.07 -0.15
C -5.748219 -4.367717 -0.565735 0.59 -0.11 0.02
C -5.602817 -2.809139 2.015018 0.24 0.31 0.02
H 3.866897 1.142666 2.852723 0.07 0.13 0.01
H 2.172304 0.670205 2.812980 -0.12 0.00 -0.05
H 3.258885 -0.079425 3.971165 0.09 0.08 0.13
H 4.613350 -0.983362 2.002823 0.09 -0.38 0.02
H 3.008085 -1.716550 2.258336 -0.01 -0.23 -0.19
H 1.383226 0.198500 -1.548737 0.02 0.01 -0.15
H 0.234099 0.415709 -0.211845 -0.01 0.26 0.07
H 1.683772 -2.166423 -0.876629 0.22 0.08 0.03
H 0.791090 -1.853157 0.600148 -0.03 -0.10 0.10
H 1.057871 -4.820173 -3.210083 0.23 -0.21 -0.25
H 1.895846 -4.094284 -2.031594 0.07 -0.04 -0.08
H 2.968830 -1.815474 -3.006198 0.06 0.18 0.07
H -1.661965 -3.106704 -4.108872 0.18 0.05 -0.14
H -3.770893 -2.845683 -2.909713 -0.19 0.03 -0.01
H -2.390615 1.440600 2.192953 0.14 -0.02 0.06
H -4.381270 6.392250 1.038131 -0.04 0.02 -0.14
H -4.922608 5.835330 2.612931 -0.07 -0.14 0.11
H -3.210423 6.004478 2.260735 0.16 -0.09 0.05
H -6.274201 1.983781 0.499241 -0.05 0.06 0.02
H -6.115908 -0.243350 -0.588679 -0.15 0.02 -0.06
H -2.645486 -4.131433 1.906794 0.23 0.16 -0.06
H -3.644479 -5.435640 1.302346 -0.14 -0.07 0.01
H -2.561900 -4.651258 0.183970 0.28 0.03 0.07
H -5.251456 -5.296771 -0.848604 0.07 -0.09 -0.04
H -5.985319 -3.854066 -1.492734 -0.26 0.13 -0.03
H -6.652604 -4.658182 -0.037876 -0.21 0.12 0.00
H -5.022001 -2.262850 2.757922 0.09 0.06 0.01
H -6.463231 -2.193290 1.759242 -0.07 0.03 -0.10
H -5.972943 -3.712466 2.497971 -0.04 -0.14 0.00
C 2.067060 5.354040 -0.382533 0.03 0.28 0.25
N 1.150862 6.433661 -0.063494 -0.05 -0.11 -0.12
C -0.080648 6.676673 -0.588884 -0.05 0.08 0.05
C -0.584087 5.716587 -1.640302 -0.02 0.03 -0.02
O -0.739437 7.632120 -0.213069 -0.01 -0.04 -0.01
H 2.273138 4.762881 0.511349 0.02 -0.10 -0.07
H 3.009550 5.762160 -0.751759 0.02 -0.10 -0.06
H 1.648841 4.702227 -1.141273 -0.03 0.00 -0.01
H 1.430270 7.106869 0.631984 0.01 0.00 0.01
H -1.571582 6.035283 -1.958010 0.00 0.06 0.06
H 0.079112 5.709837 -2.506346 0.02 -0.10 0.02
H -0.657151 4.708886 -1.229639 0.05 -0.04 -0.09
C 9.834747 -1.443918 -0.940294 0.13 -0.03 0.34
N 9.134610 -1.441294 0.329439 -0.09 0.01 -0.10
C 7.798196 -1.318720 0.552032 -0.05 0.00 0.10
C 6.895291 -1.162917 -0.646560 0.12 0.02 0.10
O 7.358352 -1.334999 1.692513 -0.02 0.02 -0.04
H 10.376692 -2.383080 -1.065568 0.00 0.01 -0.12
H 10.553966 -0.623426 -0.971426 0.00 0.00 -0.12
H 9.139632 -1.329787 -1.764406 -0.04 0.00 0.01
H 9.676138 -1.541040 1.173249 0.01 0.00 0.00
H 5.872361 -1.080588 -0.299802 0.10 -0.05 -0.01
H 7.151899 -0.260723 -1.204761 0.03 -0.07 -0.10
H 6.972898 -2.031502 -1.302775 0.04 0.07 -0.08
```
Positions in Å, forces in eV/Å.

3.
C2H6NS | ωB97M-V/def2-TZVPD

The calculation puts the HOMO energy (spin up / spin down) at -9.6 / -9.6 eV. The calculation puts the LUMO energy (spin up / spin down) at 0.87 / -2.69 eV. The multiplicity is 2. The value obtained for the orbital gap (spin up / spin down) is 0.38399 / 0.25464 hartree. For the energy above the lowest of the compared OMol25 structures with the same formula, charge and spin, the calculation gives 27.8 kcal per mole.

XYZ file:
```
10
Properties=species:S:1:pos:R:3:forces:R:3
S -1.353737 2.682980 0.052663 -0.14 -0.15 0.39
H -0.986923 3.432326 -0.976968 0.14 0.24 -0.39
C 1.248251 -0.809135 -0.250820 -0.74 0.45 -1.02
C -0.900437 -0.835683 0.655894 0.58 0.38 -0.30
N 0.214702 -1.401378 0.558111 0.13 -0.19 0.74
H 1.980107 -0.264312 0.337450 0.33 -0.57 0.32
H 0.875169 -0.034112 -0.951650 -0.21 -0.23 0.10
H 1.646131 -1.622210 -0.853340 0.62 0.20 0.09
H -1.641820 -1.246772 1.324655 -0.32 -0.03 -0.04
H -1.081443 0.098296 0.104006 -0.38 -0.10 0.11
```
Positions in Å, forces in eV/Å.

4.
C3H7N3S | ωB97M-V/def2-TZVPD

The calculation puts the HOMO energy at -7.6 eV. The calculation puts the LUMO energy at -0.38 eV. The multiplicity is 1. The value obtained for the orbital gap is 0.26505 hartree. For the energy above the lowest of the compared OMol25 structures with the same formula, charge and spin, the calculation gives 151.2 kcal per mole.

XYZ file:
```
14
Properties=species:S:1:pos:R:3:forces:R:3
C -0.918185 0.903134 -0.321494 1.79 -2.32 -2.85
C -0.841155 -0.374849 0.459500 2.23 1.94 -1.37
C -0.425612 -1.634612 0.089405 -0.20 -1.30 -3.91
N 1.471455 1.468866 0.128005 1.87 -0.84 -0.70
N 0.179647 1.806372 0.126102 -1.00 2.25 -0.08
N 1.767440 0.291145 -0.080327 -2.73 2.09 0.60
S 2.530918 -1.041752 -0.105588 0.17 -1.26 0.11
H -0.903569 0.627516 -1.505312 -0.09 1.07 2.57
H -1.759013 1.436174 -0.004450 -1.60 0.87 -0.03
H -0.644661 -0.023019 1.421928 -0.36 -0.36 2.30
H 0.853706 -1.968514 0.004554 0.02 1.15 0.24
H -0.639982 -1.976668 -1.005173 0.12 0.86 1.72
H -0.741227 -2.390234 0.724068 -0.38 -1.56 1.44
H 0.070239 2.876444 0.068784 0.17 -2.57 -0.02
```
Positions in Å, forces in eV/Å.

Number 1: E -85823.681 eV, molar mass 690.37 g/mol. Number 2: E -100018.717 eV, molar mass 689.72 g/mol. Number 3: E -14494.023 eV, molar mass 76.14 g/mol. Number 4: E -18523.916 eV, molar mass 117.18 g/mol.